No. 1
The following is a DFT calculation (ωB97M-V with the def2-TZVPD basis set) of a 21-piece molecular cluster, C2H45O21 overall.

Computed properties:
**Energy relative to the best compared isomer or geometry (same formula, charge and spin)**: 173.1 kJ/mol
**Total charge**: -1
**Gap between HOMO and LUMO**: 7.744 eV
**LUMO**: 1.739 eV
**Molecular weight**: 405.36 g/mol

Last column: Mulliken charge in e.
Element x y z (Å)
1 O 18.738000 0.902000 -6.200000  -0.56
2 O 12.013000 1.724000 -7.524000  -0.76
3 O 13.961000 -0.321000 -8.921000  -0.62
4 O 11.528000 4.303000 -4.700000  -0.58
5 O 16.946000 3.308000 -7.845000  -0.84
6 O 17.459000 3.566000 -5.217000  -0.71
7 O 14.865000 5.007000 -4.010000  -0.63
8 O 14.654000 1.752000 -7.066000  0.90
9 O 11.926000 -1.020000 -6.810000  -0.70
10 O 10.536000 -0.896000 -4.053000  -0.70
11 O 13.412000 -1.106000 -2.899000  -0.56
12 O 16.665000 0.570000 -8.682000  -0.43
13 O 17.331000 -0.829000 -4.666000  -0.60
14 O 14.415000 2.833000 -9.420000  -0.71
15 O 14.121000 4.341000 -6.812000  -0.84
16 O 16.070000 -1.306000 -2.299000  -0.65
17 O 13.708000 3.175000 -2.474000  -0.60
18 O 10.010000 1.011000 -5.759000  -0.64
19 O 16.387000 -2.027000 -7.551000  -0.62
20 O 14.157000 -2.329000 -5.610000  -0.66
21 O 16.287000 1.894000 -3.028000  -0.76
22 C 14.058000 1.374000 -4.942000  -1.06
23 C 15.020000 0.989000 -5.955000  4.17
24 H 9.417000 0.709000 -6.420000  0.34
25 H 19.376000 1.434000 -5.715000  0.25
26 H 14.497000 -0.971000 -9.382000  0.28
27 H 16.663000 -1.288000 -3.054000  0.42
28 H 15.434000 1.674000 -3.436000  -0.29
29 H 14.601000 -1.541000 -5.242000  0.17
30 H 15.553000 5.583000 -3.659000  0.26
31 H 16.504000 -1.084000 -7.550000  0.31
32 H 16.663000 -2.351000 -6.705000  0.27
33 H 13.970000 -2.826000 -4.852000  0.30
34 H 17.781000 -0.119000 -5.144000  0.26
35 H 14.168000 3.761000 -9.121000  0.40
36 H 14.622000 2.263000 -8.684000  0.03
37 H 14.835000 -0.014000 -6.220000  -1.65
38 H 13.926000 2.552000 -1.755000  0.32
39 H 16.244000 2.668000 -7.841000  0.31
40 H 16.905000 1.232000 -3.253000  0.27
41 H 15.144000 -1.332000 -2.583000  0.39
42 H 16.050000 0.188000 -9.297000  0.19
43 H 16.871000 3.023000 -4.685000  0.32
44 H 17.511000 0.358000 -9.053000  0.24
45 H 14.508000 3.479000 -2.931000  0.33
46 H 19.014000 0.832000 -7.120000  0.23
47 H 10.717000 1.326000 -6.325000  0.35
48 H 11.947000 2.203000 -8.365000  0.29
49 H 14.342000 3.361000 -6.848000  0.20
50 H 17.663000 -1.664000 -5.034000  0.20
51 H 10.608000 -0.221000 -4.712000  0.45
52 H 13.029000 1.076000 -5.262000  -0.11
53 H 15.975000 1.244000 -5.543000  -1.36
54 H 12.092000 -0.081000 -6.951000  0.25
55 H 17.752000 2.758000 -7.968000  0.27
56 H 14.083000 2.420000 -4.766000  0.41
57 H 12.754000 -0.421000 -2.730000  0.28
58 H 17.272000 3.562000 -6.137000  0.50
59 H 12.289000 4.771000 -5.081000  0.29
60 H 13.309000 4.540000 -7.188000  0.28
61 H 12.993000 1.746000 -7.384000  0.04
62 H 11.112000 -1.684000 -4.258000  0.30
63 H 14.408000 -0.055000 -8.106000  -0.15
64 H 13.002000 -1.786000 -2.461000  0.21
65 H 12.649000 -1.356000 -6.288000  0.43
66 H 14.228000 1.043000 -3.932000  0.53
67 H 15.114000 4.735000 -4.871000  0.28
68 H 10.809000 4.449000 -5.351000  0.28

Atomic forces in eV per Å
0.07 -0.21 -0.11
-0.16 0.70 -0.60
-0.03 0.12 -0.66
-0.59 0.50 -0.83
2.32 0.46 -0.26
1.27 0.64 2.27
-0.48 0.61 1.69
0.52 0.39 -0.78
-0.74 -0.04 -0.07
0.74 -2.78 2.02
0.80 2.28 -1.17
0.52 0.12 0.72
-0.03 -0.90 0.05
-1.11 2.44 -1.70
2.78 -0.09 1.33
0.10 -0.44 0.91
-0.43 -0.66 0.84
0.09 0.77 0.70
0.05 -0.81 -0.98
0.89 1.38 -1.21
-0.82 1.75 0.37
-2.45 -0.35 1.44
-0.83 1.73 -0.98
-1.16 -0.81 -0.66
-0.03 0.28 -0.20
-0.09 -0.36 0.42
-0.33 0.20 -0.29
0.63 -0.19 0.29
-0.18 -0.34 -0.24
0.06 -0.25 -0.31
0.13 0.95 0.15
-0.14 -0.14 0.60
-0.59 -1.21 1.78
0.16 0.03 -0.43
0.93 -2.17 -0.06
-0.03 -0.25 1.15
0.77 -1.78 -0.05
0.30 0.61 -0.70
-1.15 -0.91 0.16
0.77 -1.45 -0.30
0.36 0.34 -0.21
-0.91 0.06 -0.53
-0.21 -0.10 -0.15
0.78 -0.18 -0.43
-0.10 0.18 0.45
0.10 0.08 0.28
0.90 0.60 -0.15
-0.18 -0.42 0.15
-0.51 0.05 -0.15
0.05 0.58 0.20
0.16 0.63 -1.40
0.67 0.38 0.63
1.26 -0.43 -0.43
-0.01 -0.09 -0.36
-0.99 0.62 0.04
-0.30 1.21 -0.48
0.07 0.64 -0.56
-0.95 -0.35 -1.64
0.00 -0.30 0.29
-2.34 0.05 -0.97
0.54 -0.11 0.44
-0.99 1.81 -0.26
-0.04 0.10 -0.09
-1.31 -3.12 1.67
0.59 -0.33 0.13
-0.38 -1.24 0.33
0.53 -0.20 -1.70
0.65 -0.27 0.60



No. 2
The following is a DFT calculation (ωB97M-V with the def2-TZVPD basis set) of a 2-piece molecular cluster, C4H12O2S2 overall.

Computed properties:
**Energy relative to the best compared isomer or geometry (same formula, charge and spin)**: 385.2 kJ/mol
**Total charge**: 0
**Gap between HOMO and LUMO**: 9.663 eV
**LUMO**: 0.553 eV
**Molecular weight**: 156.27 g/mol

Last column: Mulliken charge in e.
Element x y z (Å)
1 S -2.552650 -0.754900 0.665100  0.48
2 S 1.844350 -0.514900 -1.623900  0.55
3 O -3.095650 -1.675900 1.816100  -0.63
4 O 2.125350 0.052100 -3.017900  -0.65
5 C -1.253650 0.185100 1.501100  -0.64
6 C -3.678650 0.583100 0.530100  -1.11
7 C 3.339350 -1.402900 -1.197900  -1.00
8 C 1.954350 0.936100 -0.522900  -1.01
9 H -1.877650 0.691100 2.248100  0.41
10 H 3.344350 -2.366900 -1.639900  0.33
11 H 3.383350 -1.508900 -0.198900  0.40
12 H 0.830350 1.352100 -0.573900  0.15
13 H -0.703650 0.805100 0.759100  0.00
14 H -3.286650 1.596100 0.195100  0.35
15 H -0.699650 -0.669900 1.685100  0.32
16 H 4.237350 -0.816900 -1.391900  0.33
17 H 1.967350 0.616100 0.349100  0.46
18 H -4.159650 1.025100 1.338100  0.45
19 H 2.762350 1.501100 -0.790900  0.45
20 H -4.480650 0.368100 -0.128900  0.36

Atomic forces in eV per Å
-1.31 -1.63 2.29
0.55 1.05 -2.19
1.13 1.85 -2.44
-0.61 -0.75 1.56
-1.59 1.01 -2.00
0.15 2.64 -1.92
0.33 1.53 -1.74
-5.03 0.70 -6.94
1.22 -0.11 0.35
-0.01 -0.67 -0.73
-0.28 -0.69 3.79
2.89 -0.13 -0.52
-0.61 -0.08 0.74
0.57 -1.53 -0.53
1.67 -1.10 1.70
-0.12 0.04 -0.77
0.70 -2.97 8.34
-0.68 -0.50 2.72
1.64 1.90 -0.83
-0.61 -0.58 -0.88



No. 3
The following is a DFT calculation (ωB97M-V with the def2-TZVPD basis set) of a 3-piece molecular cluster, C3H12O2S2 overall.

Computed properties:
**Energy relative to the best compared isomer or geometry (same formula, charge and spin)**: 103.6 kJ/mol
**Total charge**: 0
**Gap between HOMO and LUMO**: 8.570 eV
**LUMO**: 0.447 eV
**Molecular weight**: 144.26 g/mol

Last column: Mulliken charge in e.
Element x y z (Å)
1 S -1.049371 -1.367430 -1.215234  -0.17
2 S 0.661858 -1.691199 -0.076568  -0.02
3 O -5.913922 -2.388296 0.149894  -0.64
4 O -1.375380 0.696705 3.772053  -0.63
5 C 1.429019 -0.005253 -0.107187  -0.99
6 C 2.698289 1.688929 -1.489845  -1.27
7 C 2.085146 0.275447 -1.433000  0.08
8 H 3.640477 1.761621 -0.938941  0.32
9 H 2.183187 -0.196059 0.650310  0.36
10 H -0.413417 0.625340 3.814572  0.32
11 H 1.284342 0.292299 -2.183942  0.21
12 H -1.641931 0.008311 4.396764  0.32
13 H 0.685347 0.717474 0.195891  0.40
14 H 2.878713 2.026409 -2.496897  0.36
15 H -5.865453 -2.732950 1.054393  0.32
16 H 2.863608 -0.422894 -1.733637  0.28
17 H -5.311654 -1.634254 0.195354  0.32
18 H 2.062187 2.448761 -1.057878  0.35
19 H -0.901044 -0.102961 -1.496101  0.11

Atomic forces in eV per Å
-0.65 -1.20 -0.08
0.15 0.66 0.10
0.26 0.12 0.57
0.30 -0.37 0.35
0.48 -2.01 -0.08
0.29 -0.05 0.59
-0.39 1.71 -0.79
0.00 -0.15 -0.06
0.12 0.59 0.41
-0.07 0.19 -0.20
0.26 -0.41 -0.10
-0.22 0.17 -0.17
0.00 0.27 0.15
0.19 -0.14 -0.49
-0.15 -0.06 -0.34
-0.32 -0.39 0.23
-0.09 -0.06 -0.24
-0.46 0.10 0.24
0.31 1.02 -0.10



The following strongest force on any atom values (in Eh/bohr) correspond, in order, to the records above: 0.0733 0.1727 0.0402.
The following HOMO level values (in eV) correspond, in order, to the records above: -6.005 -9.109 -8.123.